Record 1
The following is a quantum chemistry calculation of the molecule C5H5NO, from OMol25.

Results
E_tot = -8801.05792 eV
largest force on an atom = 0.01684 hartree/bohr
SMILES = N#C/C=C/[C@H]1CO1
ΔE to the lowest compared entry with this formula, charge and spin = 54.4 kcal per mole
HOMO-LUMO gap = 10.7 eV

Geometry as XYZ:
```
12
Properties=species:S:1:pos:R:3:lowdin_charge:R:1
N 3.674 -0.793 -0.544 0.148
C 2.564 -0.500 -0.429 -0.224
C 1.217 -0.052 -0.276 -0.086
C 0.227 -0.858 0.105 -0.018
C -1.032 -0.245 0.541 -0.325
C -1.564 0.951 -0.099 -0.115
O -2.223 -0.311 -0.209 -0.008
H 1.086 1.001 -0.508 0.115
H 0.352 -1.924 0.259 0.129
H -1.170 -0.337 1.617 0.151
H -1.166 1.367 -1.031 0.121
H -1.964 1.700 0.574 0.112
```


Record 2
The following is a quantum chemistry calculation of the ion C4H9Cl3N with charge +1, from OMol25.

Results
charge = +1
E_tot = -43342.87851 eV
largest force on an atom = 0.09318 hartree/bohr
SMILES = C[NH2+][C@H](C)C(Cl)(Cl)Cl
ΔE to the lowest compared entry with this formula, charge and spin = 13.3 kcal per mole
HOMO-LUMO gap = 11.5 eV

Geometry as XYZ:
```
17
Properties=species:S:1:pos:R:3:lowdin_charge:R:1
C 1.865 0.978 0.119 0.037
N 0.376 1.048 -0.077 -0.026
C -0.272 -0.211 0.411 -0.405
C 0.202 -1.462 -0.200 -0.113
C -2.039 -0.034 -0.049 -1.601
Cl -2.381 1.435 0.712 0.715
Cl -2.045 0.066 -1.825 0.679
Cl -2.849 -1.346 0.690 0.716
H 2.355 1.283 -0.687 0.056
H 2.099 1.536 1.045 0.132
H 2.101 -0.086 0.187 0.093
H -0.099 1.884 0.330 0.130
H 0.095 0.844 -1.170 0.187
H -0.218 -0.423 1.545 0.179
H 1.165 -1.806 0.000 0.073
H -0.368 -2.235 0.237 0.067
H 0.015 -1.470 -1.269 0.081
```


Record 3
The following is a quantum chemistry calculation of a cluster of 11 separate species, C27H69N20O10Si in total, from OMol25.

Results
charge = -1
E_tot = -87280.77080 eV
largest force on an atom = 0.06417 hartree/bohr
ΔE to the lowest compared entry with this formula, charge and spin = 39.3 kcal per mole
HOMO-LUMO gap = 2.3 eV

Geometry as XYZ:
```
127
Properties=species:S:1:pos:R:3:lowdin_charge:R:1
C 5.915 -3.790 -1.510 -0.288
C 4.748 -2.789 -1.968 -0.400
C 4.782 -1.541 -0.995 -0.235
C 3.327 -1.030 -0.541 -0.224
C 2.861 0.289 -1.259 -0.224
C 2.549 0.168 -2.806 -0.183
C 1.977 -1.215 -3.295 -0.204
C 0.758 -1.107 -4.299 -0.251
C -0.510 -0.344 -3.748 -0.263
Si -1.402 -1.128 -2.266 0.569
C -2.795 0.110 -1.772 -0.202
C -0.336 -1.311 -0.694 -0.170
C -2.194 -2.841 -2.600 -0.213
C -3.221 -3.306 -1.640 -0.092
C -3.884 -4.603 -1.730 -0.083
C -3.542 -5.514 -2.821 -0.097
C -2.531 -5.108 -3.812 -0.095
C -1.870 -3.794 -3.710 -0.090
H 6.131 -4.449 -2.412 -0.093
H 5.460 -4.474 -0.720 -0.091
H 4.941 -2.393 -3.009 0.069
H 3.756 -3.326 -1.988 0.064
H 5.305 -1.870 -0.050 0.068
H 5.318 -0.644 -1.401 0.093
H 2.578 -1.864 -0.560 0.076
H 3.448 -0.764 0.558 0.074
H 3.727 1.015 -1.166 0.097
H 2.005 0.808 -0.730 0.085
H 1.891 1.047 -3.078 0.090
H 3.516 0.350 -3.354 0.103
H 1.687 -1.932 -2.490 0.077
H 2.806 -1.721 -3.869 0.107
H 0.558 -2.132 -4.702 0.084
H 1.139 -0.500 -5.177 0.108
H -1.246 -0.202 -4.599 0.064
H -0.203 0.700 -3.443 0.075
H -2.270 1.098 -1.515 0.022
H -3.265 -0.245 -0.820 0.023
H -3.523 0.278 -2.608 0.028
H 0.201 -0.373 -0.413 0.032
H -1.065 -1.521 0.145 0.041
H 0.346 -2.209 -0.724 0.038
H -3.479 -2.644 -0.780 0.088
H -4.630 -4.858 -0.935 0.097
H -4.058 -6.499 -2.855 0.085
H -2.236 -5.809 -4.634 0.090
H -1.116 -3.528 -4.483 0.077
C -1.697 3.512 0.718 -0.720
O -1.584 2.454 0.116 0.013
N -1.997 3.574 2.039 0.148
N -1.533 4.718 0.122 0.177
H -2.093 4.436 2.551 0.086
H -2.126 2.701 2.521 0.120
H -1.309 4.719 -0.857 0.108
H -1.623 5.596 0.607 0.081
C -1.078 7.516 3.543 -0.678
O -0.967 6.652 2.679 -0.003
N -2.000 7.449 4.532 0.155
N -0.282 8.616 3.581 0.162
H -2.102 8.145 5.247 0.071
H -2.608 6.649 4.538 0.107
H 0.416 8.702 2.863 0.105
H -0.355 9.332 4.279 0.094
C -5.704 4.007 0.860 -0.690
O -5.782 5.064 1.471 0.005
N -6.795 3.394 0.315 0.139
N -4.529 3.356 0.671 0.166
H -6.753 2.528 -0.190 0.090
H -7.683 3.847 0.435 0.097
H -3.699 3.781 1.061 0.045
H -4.444 2.488 0.172 0.099
C -0.706 7.466 7.864 -0.671
O -0.830 8.179 6.879 0.002
N -0.638 6.112 7.779 0.163
N -0.625 7.967 9.126 0.152
H -0.536 5.507 8.572 0.098
H -0.693 5.707 6.859 0.107
H -0.672 8.966 9.227 0.105
H -0.523 7.399 9.947 0.095
C 5.036 0.345 3.916 -0.681
O 5.372 0.716 5.039 -0.019
N 4.664 1.214 2.937 0.152
N 5.006 -0.953 3.545 0.184
H 4.388 0.927 2.015 0.081
H 4.672 2.193 3.159 0.095
H 5.273 -1.640 4.230 0.092
H 4.735 -1.262 2.629 0.087
C 3.479 3.290 -4.814 -0.701
O 4.413 2.511 -4.852 0.030
N 3.117 3.951 -3.678 0.150
N 2.711 3.572 -5.906 0.144
H 2.352 4.596 -3.627 0.087
H 3.659 3.769 -2.851 0.105
H 2.945 3.104 -6.764 0.102
H 1.938 4.210 -5.896 0.086
C 5.188 -5.095 3.011 -0.686
O 5.095 -4.064 3.658 0.013
N 4.109 -5.706 2.451 0.152
N 6.376 -5.718 2.792 0.154
H 4.163 -6.551 1.914 0.090
H 3.214 -5.272 2.590 0.103
H 7.196 -5.293 3.187 0.102
H 6.474 -6.563 2.261 0.091
C -7.288 -6.987 -2.490 -0.699
O -7.062 -6.525 -1.385 0.020
N -7.818 -8.231 -2.670 0.144
N -7.030 -6.303 -3.638 0.151
H -8.012 -8.630 -3.570 0.089
H -8.022 -8.766 -1.845 0.102
H -6.637 -5.382 -3.544 0.101
H -7.208 -6.665 -4.556 0.093
C -3.296 -2.068 -7.679 -0.697
O -3.415 -1.373 -8.675 0.014
N -3.214 -3.428 -7.736 0.148
N -3.233 -1.550 -6.424 0.162
H -3.116 -4.015 -6.928 0.081
H -3.256 -3.851 -8.646 0.100
H -3.287 -0.550 -6.343 0.101
H -3.127 -2.098 -5.587 0.073
C 2.627 -0.730 7.622 -0.697
O 2.727 -1.595 6.774 0.036
N 1.713 -0.802 8.639 0.129
N 3.410 0.383 7.639 0.156
H 1.611 -0.102 9.349 0.079
H 1.116 -1.610 8.661 0.095
H 4.099 0.478 6.907 0.073
H 3.336 1.102 8.332 0.085
```


Question: Which formula does entry 3 have?
Answer: C27H69N20O10Si